Here is one molecule with the formula C22H23FN2O6S from the Open Molecules 2025 dataset. Energies are from ωB97M-V/def2-TZVPD.

```
55
Properties=species:S:1:pos:R:3:forces:R:3:lowdin_charge:R:1
O -4.671 3.685 3.913 0.17 -0.29 0.01 -0.275
H -3.017 3.044 5.479 0.09 -0.07 0.22 0.117
C 3.608 -7.328 -3.051 -0.01 0.14 0.11 -0.279
O -3.809 5.511 2.475 0.28 -0.05 -0.18 -0.275
H -1.091 2.220 4.152 0.05 0.04 0.14 0.114
O 0.205 3.711 4.740 0.12 0.07 0.17 -0.123
C -1.178 0.203 -0.476 0.40 -0.34 -0.68 -0.003
C 3.536 -5.474 -1.562 0.07 0.10 -0.19 -0.036
C -1.292 5.458 3.967 0.57 0.14 -0.31 -0.154
C -0.074 4.579 3.663 -0.11 0.22 -0.11 -0.178
H -1.966 4.215 6.315 -0.06 -0.05 -0.06 0.136
N 2.525 -2.509 -2.908 0.03 -0.18 0.50 0.090
C -2.199 3.518 0.969 0.01 0.11 -0.12 -0.056
O -0.098 -1.919 -2.039 -0.08 0.13 -0.08 0.084
H 1.671 -2.696 -2.396 0.04 0.11 -0.21 0.119
H -1.589 6.049 3.101 0.19 0.14 0.05 0.117
C 3.726 -4.608 -2.630 0.07 0.09 0.13 -0.213
H -1.055 6.130 4.799 -0.05 -0.02 -0.09 0.136
H 3.435 -5.080 -0.561 0.00 0.05 0.11 0.112
C -2.138 3.679 5.375 0.23 -0.57 0.25 -0.154
N -2.427 4.653 4.350 -0.88 -0.11 -0.66 -0.234
H -1.299 -0.822 -0.142 0.03 -0.09 -0.02 0.125
C -0.528 0.389 -1.632 -0.24 0.10 0.42 0.031
C -1.635 2.588 0.117 -0.04 -0.16 0.13 0.002
H -2.135 4.577 0.771 0.05 0.11 -0.11 0.119
H 3.878 -2.870 -1.370 0.06 -0.02 -0.09 0.124
S -3.586 4.307 3.216 0.16 0.15 0.29 0.667
C 3.850 -5.125 -3.915 0.00 -0.06 0.13 -0.021
C -0.014 -0.759 -2.387 -0.08 -0.46 0.15 -0.483
H 0.820 5.191 3.532 -0.09 0.00 -0.09 0.130
H 1.072 -0.880 -5.405 0.05 -0.11 0.19 0.138
C -3.028 1.744 2.370 -0.12 0.03 0.09 -0.057
C 3.753 -3.115 -2.428 0.09 0.01 -0.13 -0.120
C 1.042 -1.358 -4.425 0.17 -0.45 -0.39 -0.053
O 3.399 -1.673 -4.821 0.30 0.05 -0.41 0.067
H -0.250 3.991 2.749 0.07 0.09 0.10 0.114
C 2.458 -1.860 -4.081 -0.68 0.26 0.13 -0.468
C 3.792 -6.488 -4.135 -0.03 -0.18 0.06 0.000
H 3.337 -7.527 -0.943 -0.01 -0.10 0.06 0.117
H -0.579 2.246 5.866 -0.10 -0.03 -0.06 0.130
H 3.889 -6.904 -5.126 0.01 -0.07 -0.09 0.118
H -0.350 1.353 -2.080 -0.03 0.17 0.03 0.114
H 3.994 -4.449 -4.745 0.03 0.09 -0.12 0.117
H 0.353 -2.211 -4.432 0.06 0.15 -0.03 0.138
O 0.565 -0.365 -3.525 0.00 0.38 0.12 0.027
F 3.553 -8.660 -3.256 0.01 0.07 0.00 0.055
C -2.884 3.091 2.092 -0.35 0.33 0.33 -0.263
H -2.570 -0.241 1.728 -0.01 -0.11 0.01 0.120
C -2.461 0.813 1.520 0.16 0.10 -0.21 -0.005
C -0.888 2.864 5.022 -0.24 -0.05 0.10 -0.179
C -1.752 1.219 0.383 -0.26 0.47 0.40 -0.197
H -3.596 1.448 3.238 -0.06 -0.12 0.08 0.119
H 4.568 -2.669 -3.006 -0.07 -0.02 0.19 0.128
C 3.479 -6.842 -1.763 -0.01 -0.27 -0.16 -0.008
H -1.101 2.924 -0.757 0.05 0.06 -0.10 0.113
```
Forces are in eV/Å.

Output
Lowest unoccupied orbital energy   -0.967 eV
Structure (SMILES)   O=C(COC(=O)/C=C/c1ccc(S(=O)(=O)N2CCOCC2)cc1)NCc1ccc(F)cc1
Calculated total energy   -52004.8568 eV
Kohn-Sham gap   8.18 eV
Total charge   0
Highest occupied orbital energy   -9.15 eV